(1)
Here is a molecular structure, C33H35N5O2RbSTe from the OMol25 dataset. Energies are from ωB97M-V/def2-TZVPD.

ORCA input file:
```
! wB97M-V def2-TZVPD RIJCOSX def2/J DEFGRID3
* xyz 1 1
Rb -0.0138 -0.8473 0.8169
C -1.3383 -4.1383 -1.4543
C -1.9003 -3.5459 -0.1835
C -2.8661 -2.5429 -0.2275
C -3.3678 -1.9671 0.9406
C -4.4458 -0.9069 0.8944
C -2.8556 -2.3958 2.1663
C -1.8914 -3.3980 2.2420
C -1.3269 -3.8301 3.5756
C -1.4408 -3.9730 1.0568
H -2.0859 -4.1651 -2.2486
H -0.9744 -5.1544 -1.2905
H -0.4941 -3.5411 -1.8152
H -3.2589 -2.2226 -1.1887
H -5.0756 -1.0193 0.0110
H -4.0168 0.0964 0.8519
H -5.0837 -0.9583 1.7791
H -3.2413 -1.9572 3.0832
H -1.0101 -4.8754 3.5540
H -2.0606 -3.7187 4.3756
H -0.4559 -3.2208 3.8428
H -0.7202 -4.7834 1.0976
C 3.4866 0.0052 4.5589
O 2.3051 0.8241 4.6513
C 1.3177 0.4715 3.8353
O 1.3710 -0.4522 3.0383
N 0.2337 1.2765 4.0244
N -0.9025 1.0957 3.2286
H 4.1594 0.3806 5.3189
H 3.9389 0.0938 3.5768
H 3.2444 -1.0351 4.7500
H 0.2793 2.0120 4.7084
H -1.1219 1.9711 2.7461
H -1.6830 0.8280 3.8126
N 3.9426 -1.7498 -2.2673
C 3.7236 -0.5465 -2.9070
C 4.3835 0.1043 -3.9457
C 3.8798 1.3323 -4.3274
C 2.7556 1.8885 -3.6985
C 2.1073 1.2284 -2.6718
C 2.6013 -0.0109 -2.2683
N 2.1590 -0.8764 -1.2676
C 2.9838 -1.8898 -1.3033
C 2.9380 -3.0414 -0.3961
C 3.8717 -4.0224 -0.3033
S 3.4401 -5.1191 0.9295
C 2.0379 -4.1975 1.2480
N 1.8867 -3.1536 0.4890
H 4.6579 -2.4179 -2.4943
H 5.2532 -0.3219 -4.4336
H 4.3618 1.8780 -5.1295
H 2.3922 2.8557 -4.0276
H 1.2334 1.6473 -2.1998
H 4.7848 -4.1472 -0.8720
H 1.3386 -4.4764 2.0317
Te -2.0164 1.2573 -1.3779
C -1.9094 2.6818 -2.9294
C -0.8362 2.6883 -3.8167
C -0.7916 3.6296 -4.8419
C -1.8105 4.5659 -4.9756
C -2.8864 4.5544 -4.0903
C -2.9415 3.6094 -3.0736
C -1.4278 2.5225 0.2204
C -0.0799 2.7045 0.5433
C 0.2851 3.4911 1.6294
C -0.6938 4.1059 2.4034
C -2.0381 3.9286 2.0909
C -2.4045 3.1380 1.0069
H -0.0414 1.9589 -3.7248
H 0.0439 3.6281 -5.5341
H -1.7725 5.2999 -5.7719
H -3.6880 5.2760 -4.1974
H -3.7870 3.5942 -2.3966
H 0.6929 2.2300 -0.0466
H 1.3344 3.6286 1.8650
H -0.4113 4.7287 3.2435
H -2.8031 4.4108 2.6888
H -3.4540 2.9974 0.7712
*
```

Summary:
HOMO level: -0.391 Eh
Gap between HOMO and LUMO: 8.6657 eV

=====

(2)
Here is a molecular structure, C33H35N5PPt from the OMol25 dataset. Energies are from ωB97M-V/def2-TZVPD.

ORCA input file:
```
! wB97M-V def2-TZVPD RIJCOSX def2/J DEFGRID3
* xyz 1 1
Pt 0.1881 -1.0118 -0.2381
N 2.3681 -0.3589 -1.4536
C 3.0555 0.6915 -0.7678
C 4.4364 0.8154 -0.7906
C 5.0623 1.8138 -0.0595
C 4.3135 2.6983 0.7019
C 2.9323 2.5858 0.7260
C 2.2978 1.5902 -0.0099
P 0.5115 1.3169 -0.0459
C -0.1818 2.3166 1.2968
C -1.1377 3.3085 1.0945
C -1.6716 3.9885 2.1796
C -1.2610 3.6819 3.4683
C -0.3176 2.6846 3.6772
C 0.2147 2.0007 2.5979
C 0.0518 2.1386 -1.6151
C -0.5287 1.3969 -2.6424
C -0.8259 1.9991 -3.8573
C -0.5426 3.3429 -4.0519
C 0.0421 4.0863 -3.0358
C 0.3423 3.4884 -1.8224
H 3.0186 -1.0552 -1.7979
H 1.8266 -0.0023 -2.2356
H 5.0306 0.1191 -1.3723
H 6.1410 1.8809 -0.0629
H 4.7994 3.4766 1.2748
H 2.3428 3.2830 1.3071
H -1.4639 3.5581 0.0931
H -2.4117 4.7608 2.0158
H -1.6801 4.2172 4.3099
H -0.0028 2.4405 4.6833
H 0.9519 1.2202 2.7525
H -0.7551 0.3491 -2.4771
H -1.2781 1.4176 -4.6502
H -0.7719 3.8094 -5.0010
H 0.2719 5.1323 -3.1915
H 0.8116 4.0655 -1.0340
C -4.0461 -4.3223 -1.4371
C -2.5437 -4.4281 -1.2629
N -2.0026 -3.0823 -1.1873
C -2.6360 -2.0303 -0.6157
N -1.9592 -0.9016 -0.4672
C -2.6155 0.2647 0.1018
C -4.0960 0.2590 -0.2382
C -4.6795 -1.0441 0.2705
N -3.9452 -2.1647 -0.3015
C -4.5931 -3.4717 -0.3058
H -4.5067 -5.3088 -1.4366
H -4.2638 -3.8357 -2.3896
H -2.0905 -4.9359 -2.1133
H -2.3047 -5.0038 -0.3617
H -1.0163 -2.9354 -1.3342
H -2.1415 1.1536 -0.3092
H -2.4855 0.2843 1.1900
H -4.2178 0.3273 -1.3214
H -4.6007 1.1046 0.2269
H -5.7236 -1.1443 -0.0265
H -4.6302 -1.0682 1.3648
H -5.6640 -3.3178 -0.4334
H -4.4374 -3.9765 0.6543
C 0.4428 -2.8129 0.9131
C 1.8200 -2.4929 1.1962
C 2.1748 -1.6834 2.2980
C 3.4884 -1.3479 2.5425
C 4.4997 -1.8349 1.7106
C 4.1748 -2.6698 0.6351
C 2.8633 -2.9947 0.3876
C 5.8525 -1.4568 1.9503
N 6.9365 -1.1179 2.1300
H -0.2505 -2.7296 1.7448
H 0.2802 -3.6920 0.2952
H 1.3960 -1.3668 2.9814
H 3.7580 -0.7303 3.3891
H 4.9679 -3.0684 0.0153
H 2.6150 -3.6709 -0.4217
*
```

Summary:
HOMO level (spin up / spin down): -0.367 / -0.367 Eh
Gap between HOMO and LUMO (spin up / spin down): 6.3220 / 6.3213 eV

=====

(3)
Here is a molecular structure, C33H36BF9N3OP2TeTi from the OMol25 dataset. Energies are from ωB97M-V/def2-TZVPD.

ORCA input file:
```
! wB97M-V def2-TZVPD RIJCOSX def2/J DEFGRID3
* xyz 0 2
Ti -0.2383 0.8706 0.1522
C -2.6929 -1.8044 0.2147
P -2.1277 -0.8973 1.7270
C -2.1923 -2.2668 2.9352
C -3.1089 -3.3138 2.8277
C -3.1249 -4.3339 3.7644
C -2.2326 -4.3189 4.8294
C -1.3291 -3.2767 4.9560
C -1.3080 -2.2569 4.0122
C -3.5864 0.1151 2.1215
C -4.1709 0.1153 3.3832
C -5.2747 0.9163 3.6387
C -5.7977 1.7222 2.6393
C -5.1977 1.7487 1.3873
C -4.0900 0.9577 1.1301
C -2.3416 -1.1489 -1.0858
C -2.9376 -1.3788 -2.3039
C -2.2169 -0.6242 -3.2610
C -1.2347 0.0400 -2.5720
C -0.1678 0.9453 -3.1444
P 1.3997 0.2799 -2.5080
C 2.8870 1.1226 -3.0158
C 3.9710 1.1005 -2.1411
C 5.1749 1.6729 -2.5235
C 5.2931 2.2562 -3.7762
C 4.2144 2.2731 -4.6514
C 3.0120 1.7008 -4.2772
C 1.4347 -1.3719 -3.2119
C 1.9666 -1.6074 -4.4769
C 1.9145 -2.8802 -5.0237
C 1.3341 -3.9184 -4.3088
C 0.8103 -3.6882 -3.0446
C 0.8599 -2.4180 -2.4938
N -1.2813 -0.2873 -1.2291
H -2.2106 -2.7867 0.2680
H -3.7713 -1.9656 0.2571
H -3.8272 -3.3313 2.0186
H -3.8443 -5.1372 3.6700
H -2.2455 -5.1194 5.5579
H -0.6455 -3.2464 5.7945
H -0.6206 -1.4297 4.1332
H -3.7660 -0.5075 4.1713
H -5.7231 0.9116 4.6238
H -6.6653 2.3380 2.8377
H -5.5857 2.3938 0.6100
H -3.6183 1.0050 0.1543
H -3.7884 -2.0182 -2.4809
H -2.3989 -0.5631 -4.3232
H -0.1565 0.8785 -4.2336
H -0.3527 1.9910 -2.8909
H 3.8671 0.6299 -1.1718
H 6.0180 1.6608 -1.8455
H 6.2320 2.7043 -4.0742
H 4.3070 2.7470 -5.6190
H 2.1641 1.7414 -4.9494
H 2.4215 -0.8036 -5.0426
H 2.3244 -3.0602 -6.0086
H 1.2842 -4.9090 -4.7418
H 0.3486 -4.4954 -2.4914
H 0.4278 -2.2248 -1.5208
N 1.0541 -0.4674 1.5759
C 2.5284 -0.4762 1.7381
C 3.1129 0.7241 2.4901
C 3.5881 1.9421 1.7000
N 2.4965 2.7562 1.1475
H 0.6202 -0.3379 2.4895
H 0.7644 -1.3901 1.2617
H 2.9692 -0.5641 0.7440
H 2.7991 -1.3727 2.3018
H 3.9886 0.3519 3.0261
H 2.4010 1.0568 3.2531
H 4.2416 1.6213 0.8832
H 4.1980 2.5465 2.3789
H 2.8767 3.6763 0.9392
H 1.8012 2.9413 1.8702
F -0.3927 0.7861 3.9265
B -0.4922 2.0887 3.4237
F -1.6769 2.6839 3.6895
F 0.6308 2.8284 3.7443
F -0.3959 1.9067 1.9124
F -1.2852 2.2426 -0.4797
Te 1.0786 3.4560 -1.1641
F -0.3414 4.5073 -1.7679
F 0.4540 4.1948 0.4781
F 2.3156 4.8414 -0.9297
F 1.5255 3.8254 -3.0277
O 1.3449 0.1816 -0.9775
*
```

Summary:
Expectation value of S²: 0.752
HOMO level (spin up / spin down): -0.285 / -0.285 Eh
Gap between HOMO and LUMO (spin up / spin down): 7.5496 / 7.5580 eV

=====

The calculation returns the following relative energy (zero: lowest compared OMol25 entry of this formula, charge and spin) values, one per record and in order: 8.99 26.74 20.62 kcal/mol.